DFT (ωB97M-V with the def2-TZVPD basis set) results for 4 unconnected molecules or ions with the total composition C40H80ClF3I2N6O14P2S.

CARTESIAN COORDINATES (ANGSTROEM)
C 7.058 1.309 3.334
C 6.301 1.063 1.952
N 5.057 1.663 1.609
C 3.735 1.472 2.187
P 3.820 0.317 3.668
C 4.862 -1.145 3.864
C 2.391 0.236 4.834
C 3.604 2.998 2.959
N 4.197 2.791 4.279
C 3.773 3.245 5.368
S 3.607 4.393 6.590
O 4.613 3.932 2.386
C 5.556 4.556 3.190
C 6.359 5.653 2.270
C 2.291 3.818 2.691
I 0.738 4.037 4.275
P 2.466 5.760 2.556
O 2.712 6.467 4.115
O 3.409 6.421 1.356
C 1.677 3.361 1.243
O 2.691 3.806 0.296
I 0.171 4.924 0.965
N 1.302 1.921 1.081
C 0.232 1.408 1.989
C -1.214 1.993 2.098
O -2.010 2.444 1.277
Cl -2.019 1.777 3.773
C 0.566 1.843 -0.272
O -0.204 0.858 -0.585
O 0.722 2.663 -1.355
C 2.594 1.048 1.074
C 2.191 -0.513 1.365
C 3.174 -1.687 1.089
O 2.870 -2.774 2.037
C 2.796 -4.040 1.301
C 2.794 -5.213 2.422
C 3.074 0.847 -0.445
C 4.440 0.193 -0.918
C 5.274 1.066 -2.000
F 6.578 0.493 -2.057
F 4.719 0.901 -3.310
F 5.414 2.422 -1.680
H 7.721 2.240 3.210
H 7.804 0.434 3.468
H 6.418 1.319 4.271
H 6.285 -0.087 1.769
H 7.079 1.404 1.158
H 5.114 2.128 0.704
H 5.703 -0.943 4.637
H 5.408 -1.639 2.988
H 4.262 -2.012 4.346
H 2.779 -0.059 5.881
H 1.611 -0.576 4.563
H 1.787 1.208 4.940
H 6.384 3.999 3.725
H 5.047 5.220 3.994
H 6.235 5.286 1.199
H 7.483 5.600 2.522
H 5.951 6.710 2.409
H 3.336 7.223 3.944
H 3.941 7.171 1.705
H 2.293 4.389 -0.383
H -0.100 0.313 1.817
H 0.682 1.352 3.041
H 1.315 -0.705 0.623
H 1.685 -0.716 2.362
H 4.295 -1.521 1.157
H 2.985 -2.156 0.049
H 1.829 -4.140 0.705
H 3.696 -4.184 0.595
H 2.389 -6.175 1.944
H 3.883 -5.344 2.774
H 2.143 -4.844 3.281
H 3.075 1.806 -1.092
H 2.330 0.164 -1.015
H 4.298 -0.797 -1.508
H 5.200 -0.112 -0.132
C -4.610 7.056 -4.259
O -4.939 8.179 -3.456
C -6.114 7.982 -2.668
C -5.758 7.925 -1.184
N -5.038 6.693 -0.862
C -4.461 6.685 0.484
C -3.351 7.705 0.781
O -2.146 7.472 0.058
C -2.112 8.050 -1.238
H -3.786 7.340 -4.916
H -4.283 6.216 -3.640
H -5.460 6.755 -4.879
H -6.674 7.091 -2.975
H -6.756 8.852 -2.837
H -6.676 7.971 -0.590
H -5.151 8.807 -0.952
H -4.287 6.563 -1.530
H -4.045 5.684 0.640
H -5.265 6.807 1.218
H -3.086 7.596 1.838
H -3.685 8.742 0.662
H -2.685 8.979 -1.297
H -2.467 7.335 -1.981
H -1.070 8.273 -1.478
C -4.973 -5.662 0.527
O -4.311 -6.635 1.322
C -4.235 -7.915 0.693
C -2.787 -8.253 0.345
N -2.300 -7.413 -0.749
C -0.856 -7.517 -0.971
C 0.066 -7.019 0.152
O 0.009 -5.611 0.363
C -1.025 -5.187 1.240
H -5.100 -4.762 1.130
H -4.377 -5.405 -0.353
H -5.962 -6.015 0.218
H -4.880 -7.982 -0.190
H -4.595 -8.646 1.423
H -2.722 -9.304 0.049
H -2.184 -8.110 1.249
H -2.522 -6.444 -0.548
H -0.635 -6.930 -1.869
H -0.606 -8.557 -1.206
H 1.095 -7.229 -0.159
H -0.079 -7.562 1.092
H -1.248 -5.927 2.013
H -1.925 -4.944 0.674
H -0.693 -4.269 1.728
C -6.264 -2.956 -5.991
O -5.402 -3.840 -6.690
C -4.032 -3.438 -6.648
C -3.209 -4.429 -5.826
N -3.536 -4.332 -4.403
C -2.964 -5.411 -3.595
C -3.464 -6.838 -3.867
O -4.830 -7.045 -3.516
C -5.760 -6.696 -4.530
H -7.293 -3.264 -6.184
H -6.085 -3.007 -4.914
H -6.139 -1.927 -6.342
H -3.911 -2.416 -6.272
H -3.667 -3.457 -7.680
H -2.145 -4.219 -5.967
H -3.418 -5.434 -6.210
H -4.543 -4.352 -4.292
H -3.189 -5.171 -2.551
H -1.872 -5.390 -3.694
H -2.890 -7.509 -3.221
H -3.268 -7.168 -4.893
H -5.362 -6.852 -5.535
H -6.086 -5.662 -4.404
H -6.641 -7.329 -4.407

Computed properties:
* HOMO energy: -6.79 eV
* HOMO-LUMO gap: 6.05 eV
* E_LUMO: -0.75 eV

These are the Mulliken partial charges, in e, on atoms 1 to 8: number 1, C, carries -1.30; number 2, C, carries -0.41; number 3, N, carries 0.71; number 4, C, carries 0.26; number 5, P, carries 0.79; number 6, C, carries -1.15; number 7, C, carries -1.11; number 8, C, carries 1.50